No. 1
The following is a DFT calculation (wB97M-V/def2-TZVPD) of a cluster of 2 separate species, H4NO2PS in total in a non-equilibrium geometry.

## Properties
highest occupied orbital energy (alpha / beta): -9.0675 / -9.3301 eV
energy relative to the best compared isomer or geometry (same formula, charge and spin): 95.01 kcal/mol
E: -947.116834 Eh

Structure (ORCA input):
```
! RIJCOSX wB97M-V def2-TZVPD def2/J DEFGRID3
* xyz 0 1
N -0.699 0.336 0.232
O 1.459 -1.186 0.361
O 1.723 1.304 0.486
P 0.898 0.166 -0.440
S -1.886 -1.429 -1.045
H -0.889 1.291 -0.164
H 0.767 -1.393 1.002
H 1.740 2.176 0.075
H -3.114 -1.264 -0.505
*
```



No. 2
The following is a DFT calculation (wB97M-V/def2-TZVPD) of a cluster of 2 separate species, H4NO3PSi in total in a non-equilibrium geometry.

## Properties
highest occupied orbital energy: 1.4975 eV
energy relative to the best compared isomer or geometry (same formula, charge and spin): 24.75 kcal/mol
E: -913.755799 Eh

Structure (ORCA input):
```
! RIJCOSX wB97M-V def2-TZVPD def2/J DEFGRID3
* xyz -2 1
N 1.120 -2.178 -0.861
O 3.638 -0.484 0.110
O 2.891 0.431 -2.221
O 1.271 0.516 -0.248
Si 0.351 -0.985 -0.045
P 2.624 0.055 -0.780
H 1.317 -1.972 -1.850
H -1.051 -0.351 -0.279
H 0.415 -1.000 1.481
H -12.575 5.967 4.692
*
```



No. 3
The following is a DFT calculation (wB97M-V/def2-TZVPD) of a structure of composition H4NO4PSi in a non-equilibrium geometry.

## Properties
highest occupied orbital energy: -0.0320 eV
energy relative to the best compared isomer or geometry (same formula, charge and spin): 41.82 kcal/mol
E: -989.069346 Eh

Structure (ORCA input):
```
! RIJCOSX wB97M-V def2-TZVPD def2/J DEFGRID3
* xyz -2 1
N 0.992 -0.959 -1.038
O -0.103 0.712 1.330
O -0.990 2.725 -0.106
O -2.629 0.825 0.641
O -0.673 0.275 -1.073
Si 0.417 -0.689 0.645
P -1.287 1.250 0.124
H 0.941 -0.261 -1.710
H 1.856 -0.511 1.383
H -0.339 -1.900 1.178
H 1.814 -1.467 -1.374
*
```



No. 4
The following is a DFT calculation (wB97M-V/def2-TZVPD) of the molecule H4NOPS2 in a non-equilibrium geometry.

## Properties
highest occupied orbital energy: -10.0817 eV
energy relative to the best compared isomer or geometry (same formula, charge and spin): 11.25 kcal/mol
E: -1270.177950 Eh
SMILES: NP(=O)(S)S

Structure (ORCA input):
```
! RIJCOSX wB97M-V def2-TZVPD def2/J DEFGRID3
* xyz 0 1
N 0.349 -1.369 0.762
P 0.180 -0.040 -0.236
O -0.113 -0.436 -1.612
S -1.514 1.053 0.307
S 1.816 1.168 0.178
H 0.433 -2.153 0.179
H -0.590 -1.383 1.186
H -1.783 0.759 -0.957
H 1.223 2.401 0.193
*
```



No. 5
The following is a DFT calculation (wB97M-V/def2-TZVPD) of a cluster of 2 separate species, H4NP in total in a non-equilibrium geometry.

## Properties
highest occupied orbital energy: -9.0727 eV
energy relative to the best compared isomer or geometry (same formula, charge and spin): 61.79 kcal/mol
E: -398.379232 Eh

Structure (ORCA input):
```
! RIJCOSX wB97M-V def2-TZVPD def2/J DEFGRID3
* xyz 0 1
N 1.135 -0.141 0.639
P -0.246 0.188 0.021
H 1.650 -1.243 -0.077
H -1.397 -0.052 0.787
H -0.704 -0.300 -1.186
H -0.437 1.548 -0.184
*
```



No. 6
The following is a DFT calculation (wB97M-V/def2-TZVPD) of a cluster of 2 separate species, H4NPS in total in a non-equilibrium geometry.

## Properties
highest occupied orbital energy (alpha / beta): -8.6937 / -8.7007 eV
energy relative to the best compared isomer or geometry (same formula, charge and spin): 70.93 kcal/mol
E: -796.575866 Eh
SMILES: N=S.P

Structure (ORCA input):
```
! RIJCOSX wB97M-V def2-TZVPD def2/J DEFGRID3
* xyz 0 1
N -1.600 0.339 1.413
S -3.028 0.628 1.952
H -0.871 0.933 1.830
P 0.806 -0.449 -1.243
H 1.710 0.366 -1.997
H 1.490 -1.399 -1.926
H 1.493 -0.416 -0.030
*
```



> Which of these has the highest energy relative to the best compared isomer or geometry (same formula, charge and spin)?

H4NO2PS



> What is the E in the third record?

-989.069346 Eh



Copy entry 5 word for word.
The following is a DFT calculation (wB97M-V/def2-TZVPD) of a cluster of 2 separate species, H4NP in total in a non-equilibrium geometry.

## Properties
highest occupied orbital energy: -9.0727 eV
energy relative to the best compared isomer or geometry (same formula, charge and spin): 61.79 kcal/mol
E: -398.379232 Eh

Structure (ORCA input):
```
! RIJCOSX wB97M-V def2-TZVPD def2/J DEFGRID3
* xyz 0 1
N 1.135 -0.141 0.639
P -0.246 0.188 0.021
H 1.650 -1.243 -0.077
H -1.397 -0.052 0.787
H -0.704 -0.300 -1.186
H -0.437 1.548 -0.184
*
```